# 1
C35H33CeClN4Si2 as an isolated structure at a distorted geometry. Source: OMol25; level of theory: ωB97M-V/def2-TZVPD.

Its total charge is +1. The value obtained for the HOMO energy (spin up / spin down) is -8.3 / -8.3 eV. Its spin multiplicity is 2.

Cartesian coordinates (Å):
1 C 2.22 -0.84 -0.16
2 C 1.64 -0.70 -1.47
3 C 1.39 0.70 -1.69
4 H 1.47 -1.50 -2.17
5 C 1.80 1.42 -0.52
6 C 2.32 0.47 0.43
7 H 2.76 0.70 1.39
8 H 2.59 -1.76 0.28
9 H 0.99 1.14 -2.59
10 H 1.75 2.49 -0.39
11 Ce -0.14 -0.09 0.24
12 Si -2.32 1.58 -1.21
13 C -2.82 0.54 -2.65
14 C -4.22 0.54 -2.90
15 H -4.88 1.09 -2.23
16 C -4.73 -0.17 -3.99
17 H -5.81 -0.16 -4.16
18 C -3.88 -0.88 -4.84
19 H -4.30 -1.41 -5.71
20 C -2.51 -0.93 -4.58
21 H -1.85 -1.51 -5.23
22 C -1.97 -0.25 -3.47
23 H -0.90 -0.33 -3.25
24 C -1.49 3.14 -1.73
25 C -1.27 3.42 -3.09
26 H -1.55 2.68 -3.85
27 C -0.67 4.62 -3.47
28 H -0.52 4.84 -4.53
29 C -0.24 5.54 -2.50
30 H 0.22 6.49 -2.81
31 C -0.37 5.22 -1.14
32 H 0.01 5.91 -0.38
33 C -0.95 4.02 -0.75
34 H -0.99 3.75 0.31
35 H -3.37 1.76 -0.15
36 Si -7.40 4.35 -2.58
37 C -6.31 5.81 -2.94
38 C -6.24 6.36 -4.24
39 H -6.82 5.91 -5.05
40 C -5.43 7.47 -4.49
41 H -5.37 7.88 -5.50
42 C -4.70 8.06 -3.45
43 H -4.07 8.93 -3.64
44 C -4.78 7.53 -2.15
45 H -4.22 7.98 -1.33
46 C -5.59 6.41 -1.90
47 H -5.66 6.01 -0.88
48 C -7.56 3.34 -4.12
49 C -6.42 2.88 -4.79
50 H -5.42 3.13 -4.42
51 C -6.56 2.08 -5.93
52 H -5.66 1.71 -6.44
53 C -7.83 1.75 -6.41
54 H -7.93 1.12 -7.31
55 C -8.97 2.21 -5.75
56 H -9.96 1.95 -6.12
57 C -8.84 3.01 -4.60
58 H -9.73 3.37 -4.07
59 H -8.71 4.85 -2.12
60 Cl -6.53 3.19 -1.11
61 N -0.56 -4.22 1.54
62 C -0.96 -4.65 0.28
63 C -0.94 -3.57 -0.53
64 N -0.54 -2.45 0.20
65 C -0.30 -2.88 1.48
66 C 0.11 -2.02 2.59
67 N 0.30 -0.67 2.49
68 C 0.68 -0.21 3.76
69 C 0.68 -1.27 4.63
70 N 0.32 -2.39 3.88
71 H -0.48 -4.81 2.37
72 H -1.25 -5.68 0.08
73 H -1.19 -3.49 -1.59
74 H 0.91 0.82 3.94
75 H 0.88 -1.29 5.68
76 H 0.25 -3.33 4.26

Löwdin population analysis, charges in e, atoms 1 to 6: -0.21, -0.20, -0.19, 0.12, -0.18, -0.20

=====

# 2
C35H33Cl5N9O3PV as an isolated structure at a distorted geometry. Source: OMol25; level of theory: ωB97M-V/def2-TZVPD.

Its total charge is +2. The energy above the lowest of the compared OMol25 structures with the same formula, charge and spin comes out at 113.9 kJ/mol. The value obtained for the HOMO energy (spin up / spin down) is -13.1 / -13.1 eV. Its spin multiplicity is 2.

Cartesian coordinates (Å):
1 V 0.98 -0.24 0.43
2 Cl 2.62 5.02 5.23
3 C 2.47 3.85 3.99
4 C 1.26 3.18 3.80
5 Cl -0.09 3.51 4.80
6 C 1.16 2.23 2.80
7 Cl -0.29 1.35 2.52
8 C 2.23 1.95 1.96
9 O 2.11 1.08 0.95
10 C 3.44 2.62 2.15
11 Cl 4.75 2.23 1.11
12 C 3.56 3.56 3.16
13 Cl 5.05 4.37 3.39
14 N -2.53 0.07 -2.01
15 P -1.90 1.14 -0.83
16 C -2.19 2.75 -1.65
17 C -3.47 3.19 -1.97
18 C -3.66 4.39 -2.63
19 C -2.58 5.18 -2.98
20 C -1.29 4.77 -2.66
21 C -1.11 3.56 -2.00
22 C -3.26 1.16 0.39
23 C -4.22 0.16 0.47
24 C -5.20 0.20 1.45
25 C -5.23 1.24 2.36
26 C -4.27 2.25 2.29
27 C -3.30 2.21 1.31
28 C -2.04 -1.12 -2.51
29 C -2.89 -1.90 -3.31
30 C -2.44 -3.11 -3.79
31 C -1.16 -3.53 -3.46
32 C -0.40 -2.69 -2.67
33 N -0.80 -1.50 -2.21
34 H -3.45 0.30 -2.38
35 H -4.33 2.60 -1.67
36 H -4.67 4.71 -2.87
37 H -2.73 6.12 -3.49
38 H -0.44 5.39 -2.91
39 H -0.09 3.27 -1.73
40 H -4.21 -0.66 -0.24
41 H -5.94 -0.58 1.49
42 H -5.99 1.27 3.13
43 H -4.30 3.07 2.99
44 H -2.57 3.01 1.25
45 H -3.89 -1.55 -3.53
46 H -3.09 -3.73 -4.40
47 H -0.76 -4.48 -3.80
48 H 0.60 -3.00 -2.39
49 C 3.82 -3.12 -3.27
50 N 3.33 -2.90 -1.91
51 C 3.54 -3.95 -0.91
52 C 2.67 -1.79 -1.57
53 N 2.12 -1.62 -0.38
54 N 2.60 -0.80 -2.51
55 C 1.92 0.39 -2.38
56 N 2.07 1.24 -3.41
57 N 1.20 0.64 -1.35
58 H 4.05 -4.18 -3.38
59 H 4.73 -2.55 -3.48
60 H 3.05 -2.89 -4.01
61 H 4.25 -4.66 -1.30
62 H 2.61 -4.47 -0.69
63 H 3.96 -3.53 0.00
64 H 2.17 -2.45 0.20
65 H 3.11 -0.94 -3.37
66 H 2.67 1.05 -4.20
67 H 1.57 2.11 -3.43
68 H 0.81 1.58 -1.35
69 N 0.16 -2.86 6.39
70 C 0.84 -2.46 5.56
71 C 1.69 -1.98 4.50
72 C 3.07 -1.94 4.63
73 C 3.82 -1.45 3.58
74 C 3.17 -1.03 2.44
75 N 1.83 -1.07 2.30
76 C 1.10 -1.53 3.32
77 H 3.54 -2.28 5.55
78 H 4.89 -1.39 3.64
79 H 3.72 -0.61 1.61
80 H 0.03 -1.51 3.23
81 C -2.29 -2.75 0.65
82 C -1.58 -1.66 1.38
83 O -1.93 -1.16 2.41
84 O -0.41 -1.29 0.79
85 H -3.17 -3.04 1.21
86 H -1.62 -3.61 0.54
87 H -2.56 -2.42 -0.35

Löwdin population analysis, charges in e, atoms 1 to 6: 1.00, 0.75, -0.69, -0.69, 0.75, -0.55

=====

# 3
C35H33ClGdN4Si2 as an isolated structure at a distorted geometry. Source: OMol25; level of theory: ωB97M-V/def2-TZVPD.

Its total charge is +1. The value obtained for the HOMO energy (spin up / spin down) is -7.7 / -10.5 eV. Its spin multiplicity is 8.

Cartesian coordinates (Å):
1 C -1.37 -0.72 5.50
2 C -2.17 -0.10 4.48
3 C -2.27 -1.02 3.38
4 H -2.70 0.85 4.57
5 C -1.53 -2.20 3.72
6 C -0.97 -2.02 5.02
7 H -0.43 -2.77 5.59
8 H -1.22 -0.33 6.51
9 H -2.87 -0.88 2.48
10 H -1.47 -3.10 3.10
11 Gd 0.08 -0.35 3.56
12 Si 2.40 0.03 -4.09
13 C 1.63 1.52 -4.89
14 C 2.29 2.17 -5.94
15 H 3.25 1.78 -6.27
16 C 1.69 3.28 -6.56
17 H 2.17 3.76 -7.41
18 C 0.46 3.76 -6.08
19 H -0.01 4.62 -6.55
20 C -0.20 3.13 -5.01
21 H -1.17 3.48 -4.65
22 C 0.40 2.00 -4.42
23 H -0.10 1.48 -3.59
24 C 1.88 -1.48 -5.03
25 C 0.77 -1.41 -5.88
26 H 0.36 -0.43 -6.13
27 C 0.19 -2.58 -6.37
28 H -0.67 -2.50 -7.03
29 C 0.73 -3.82 -6.02
30 H 0.25 -4.73 -6.38
31 C 1.89 -3.90 -5.24
32 H 2.35 -4.87 -5.04
33 C 2.47 -2.73 -4.74
34 H 3.37 -2.74 -4.12
35 H 1.59 -0.08 -2.86
36 Si -0.02 -0.05 0.40
37 C -0.77 -1.66 -0.08
38 C -1.91 -1.73 -0.90
39 H -2.33 -0.81 -1.30
40 C -2.47 -2.97 -1.22
41 H -3.32 -3.02 -1.88
42 C -1.89 -4.15 -0.73
43 H -2.28 -5.12 -1.03
44 C -0.75 -4.09 0.08
45 H -0.27 -5.01 0.43
46 C -0.18 -2.85 0.40
47 H 0.74 -2.77 0.99
48 C -1.11 1.33 -0.15
49 C -2.27 1.57 0.61
50 H -2.46 0.96 1.51
51 C -3.17 2.57 0.25
52 H -4.08 2.70 0.82
53 C -2.92 3.35 -0.89
54 H -3.66 4.06 -1.24
55 C -1.74 3.17 -1.61
56 H -1.53 3.76 -2.51
57 C -0.81 2.20 -1.22
58 H 0.14 2.12 -1.74
59 H 3.85 0.17 -3.73
60 Cl 1.84 0.18 -0.50
61 N 0.91 2.83 6.41
62 C 0.01 3.71 5.82
63 C -0.52 3.05 4.75
64 N 0.08 1.79 4.64
65 C 0.92 1.67 5.71
66 C 1.71 0.48 6.04
67 N 1.71 -0.69 5.34
68 C 2.54 -1.57 6.03
69 C 3.10 -0.93 7.08
70 N 2.57 0.35 7.09
71 H 1.46 3.04 7.25
72 H -0.14 4.70 6.18
73 H -1.28 3.35 4.05
74 H 2.63 -2.60 5.69
75 H 3.84 -1.25 7.79
76 H 2.77 1.08 7.77

Löwdin population analysis, charges in e, atoms 1 to 6: -0.24, -0.24, -0.25, 0.11, -0.23, -0.23

=====

# 4
C35H33ClIrN2O3PSi as an isolated structure. Source: OMol25; level of theory: ωB97M-V/def2-TZVPD.

The energy above the lowest of the compared OMol25 structures with the same formula, charge and spin comes out at 33.0 kJ/mol. The value obtained for the HOMO energy (spin up / spin down) is -5.7 / -8.1 eV. Its spin multiplicity is 5.

Cartesian coordinates (Å):
1 Ir 0.16 -0.82 -0.54
2 C -2.16 -1.67 2.44
3 C -2.41 -2.28 1.10
4 C -3.26 -3.35 0.91
5 C -3.45 -3.85 -0.38
6 C -2.80 -3.29 -1.45
7 C -1.94 -2.20 -1.21
8 N -1.80 -1.72 0.04
9 N -1.11 -1.54 -2.07
10 Si -1.12 -1.53 -3.82
11 C -2.54 -0.47 -4.36
12 C -1.33 -3.22 -4.58
13 C 0.48 -0.81 -4.42
14 H -2.60 -2.27 3.23
15 H -2.61 -0.67 2.47
16 H -1.09 -1.56 2.61
17 H -3.77 -3.79 1.76
18 H -4.10 -4.70 -0.53
19 H -2.90 -3.69 -2.45
20 H -3.50 -0.91 -4.06
21 H -2.56 -0.35 -5.45
22 H -2.48 0.53 -3.91
23 H -2.37 -3.56 -4.59
24 H -0.72 -3.98 -4.07
25 H -0.99 -3.17 -5.63
26 H 0.56 0.26 -4.20
27 H 0.56 -0.95 -5.50
28 H 1.33 -1.32 -3.95
29 O 2.25 -1.35 -1.76
30 C 1.87 -0.19 -1.58
31 C 2.19 1.14 -1.77
32 C 3.24 1.56 -2.65
33 C 3.41 2.89 -2.92
34 C 2.56 3.87 -2.36
35 C 1.55 3.48 -1.49
36 C 1.37 2.15 -1.16
37 P 0.12 1.52 -0.04
38 C 0.61 1.91 1.66
39 C 1.87 2.41 1.97
40 C 2.25 2.57 3.30
41 C 1.38 2.21 4.32
42 C 0.11 1.72 4.01
43 C -0.27 1.58 2.69
44 C -1.38 2.49 -0.31
45 C -1.60 3.71 0.33
46 C -2.72 4.47 0.00
47 C -3.62 4.01 -0.95
48 C -3.41 2.79 -1.58
49 C -2.29 2.03 -1.26
50 H 3.88 0.81 -3.10
51 H 4.20 3.20 -3.60
52 H 2.70 4.91 -2.61
53 H 0.90 4.23 -1.06
54 H 2.56 2.64 1.17
55 H 3.23 2.96 3.54
56 H 1.68 2.31 5.35
57 H -0.57 1.46 4.81
58 H -1.26 1.19 2.45
59 H -0.91 4.06 1.08
60 H -2.89 5.41 0.50
61 H -4.50 4.60 -1.20
62 H -4.12 2.43 -2.32
63 H -2.12 1.08 -1.75
64 Cl 4.27 -3.29 6.71
65 C 3.52 -2.78 5.22
66 C 4.16 -1.83 4.44
67 C 3.56 -1.43 3.26
68 C 2.35 -1.98 2.86
69 C 1.73 -2.94 3.65
70 C 2.31 -3.34 4.85
71 C 1.71 -1.53 1.59
72 O 2.08 -0.46 1.06
73 O 0.78 -2.23 1.08
74 H 5.10 -1.42 4.76
75 H 4.02 -0.67 2.63
76 H 0.79 -3.37 3.33
77 H 1.83 -4.08 5.48

Löwdin population analysis, charges in e, atoms 1 to 6: 1.35, -0.02, -0.32, -0.04, -0.06, -0.01

=====

# 5
C35H33ClN4RuS2Si2 as an isolated structure at a distorted geometry. Source: OMol25; level of theory: ωB97M-V/def2-TZVPD.

Its total charge is +2. The energy above the lowest of the compared OMol25 structures with the same formula, charge and spin comes out at 218.7 kJ/mol. The value obtained for the HOMO energy (spin up / spin down) is -12.6 / -12.2 eV. Its spin multiplicity is 5.

Cartesian coordinates (Å):
1 C -1.74 -0.56 3.98
2 C -2.20 -0.14 2.69
3 C -1.87 -1.17 1.74
4 H -2.76 0.77 2.46
5 C -1.16 -2.22 2.46
6 C -1.10 -1.83 3.85
7 H -0.66 -2.41 4.65
8 H -1.87 0.00 4.90
9 H -2.19 -1.20 0.70
10 H -0.86 -3.17 2.04
11 Ru 0.01 -0.42 2.40
12 Si 2.93 2.34 -0.58
13 C 1.30 3.24 -0.43
14 C 1.23 4.60 -0.79
15 H 2.16 5.14 -0.96
16 C -0.02 5.20 -0.97
17 H -0.09 6.24 -1.27
18 C -1.20 4.46 -0.83
19 H -2.17 4.91 -1.05
20 C -1.12 3.13 -0.43
21 H -2.04 2.53 -0.39
22 C 0.11 2.54 -0.16
23 H 0.16 1.49 0.16
24 C -1.22 -2.07 -1.24
25 C -2.55 -2.07 -1.69
26 H -2.95 -1.20 -2.22
27 C -3.36 -3.19 -1.45
28 H -4.40 -3.18 -1.79
29 C -2.84 -4.31 -0.78
30 H -3.48 -5.17 -0.59
31 C -1.51 -4.32 -0.37
32 H -1.08 -5.18 0.15
33 C -0.70 -3.21 -0.60
34 H 0.35 -3.23 -0.30
35 H 2.60 0.90 -0.92
36 Si 0.08 -0.76 -1.57
37 C 0.83 -1.80 -3.02
38 C 0.20 -1.82 -4.27
39 H -0.55 -1.06 -4.52
40 C 0.48 -2.82 -5.22
41 H -0.04 -2.84 -6.17
42 C 1.45 -3.80 -4.94
43 H 1.68 -4.58 -5.67
44 C 2.14 -3.74 -3.72
45 H 2.91 -4.48 -3.49
46 C 1.85 -2.74 -2.78
47 H 2.42 -2.69 -1.84
48 C -0.38 0.74 -2.72
49 C -1.67 1.10 -3.13
50 H -2.54 0.54 -2.77
51 C -1.88 2.18 -4.00
52 H -2.89 2.42 -4.33
53 C -0.80 2.96 -4.43
54 H -0.97 3.83 -5.06
55 C 0.49 2.62 -4.02
56 H 1.34 3.24 -4.31
57 C 0.70 1.48 -3.25
58 H 1.73 1.18 -3.03
59 H 3.80 2.99 -1.49
60 Cl 3.86 2.28 1.24
61 N -1.19 2.97 2.83
62 C -0.33 2.54 3.75
63 N 0.38 1.41 3.69
64 C 1.16 1.26 4.83
65 C 1.05 2.30 5.75
66 S -0.07 3.47 5.23
67 C 1.90 0.05 4.87
68 C 2.73 -0.49 5.84
69 S 3.31 -2.03 5.36
70 C 2.39 -1.90 3.86
71 N 1.71 -0.76 3.75
72 N 2.40 -2.86 2.93
73 H -1.61 3.88 2.93
74 H -1.19 2.54 1.91
75 H 1.56 2.30 6.71
76 H 2.94 -0.01 6.79
77 H 2.99 -3.67 3.07
78 H 1.93 -2.70 2.05

Löwdin population analysis, charges in e, atoms 1 to 6: -0.11, -0.14, -0.21, 0.12, -0.20, -0.10

=====

# 6
A 3-piece molecular cluster, C35H33IN4O6P overall at a distorted geometry. Source: OMol25; level of theory: ωB97M-V/def2-TZVPD.

Its total charge is +1. The value obtained for the HOMO energy is -11.5 eV.

Cartesian coordinates (Å):
1 C 2.50 2.22 0.53
2 C 1.86 1.71 -0.85
3 C 2.17 0.14 -1.17
4 I 4.05 0.18 -2.34
5 N 1.11 -0.31 -2.13
6 C 0.72 -1.73 -1.91
7 N 1.72 -2.72 -2.18
8 C 1.48 -4.06 -1.57
9 O 2.73 -4.68 -1.19
10 C 3.18 -4.29 0.10
11 C 2.46 -3.31 1.13
12 O 4.27 -4.80 0.48
13 N -0.54 -1.92 -1.55
14 P -1.72 -0.58 -1.28
15 N -2.59 -0.25 -2.57
16 H 3.17 3.13 0.27
17 H 3.18 1.47 1.05
18 H 1.66 2.63 1.18
19 H 0.74 1.96 -0.94
20 H 2.37 2.30 -1.70
21 H 2.26 -0.49 -0.23
22 H 1.38 -0.20 -3.12
23 H 2.67 -2.43 -1.86
24 H 0.68 -4.08 -0.74
25 H 1.05 -4.73 -2.41
26 H 1.31 -3.42 1.16
27 H 2.81 -3.61 2.18
28 H 2.66 -2.20 0.95
29 H -0.90 -2.88 -1.43
30 H -2.60 -0.97 -0.19
31 H -0.96 0.55 -0.79
32 H -2.41 0.73 -2.84
33 C -0.75 6.88 -6.72
34 C -1.02 5.58 -6.29
35 C -0.66 5.19 -5.01
36 C -0.01 6.09 -4.16
37 C 0.29 7.38 -4.60
38 C -0.10 7.78 -5.88
39 C 1.02 8.32 -3.73
40 O 1.27 9.45 -4.12
41 C 1.45 7.87 -2.39
42 C 2.19 8.73 -1.58
43 C 2.59 8.32 -0.31
44 C 2.24 7.06 0.16
45 C 1.50 6.20 -0.65
46 C 1.11 6.60 -1.93
47 C 0.36 5.66 -2.79
48 O 0.06 4.55 -2.38
49 H -1.05 7.19 -7.72
50 H -1.52 4.88 -6.95
51 H -0.87 4.18 -4.67
52 H 0.11 8.78 -6.23
53 H 2.46 9.72 -1.93
54 H 3.17 8.99 0.32
55 H 2.54 6.74 1.15
56 H 1.24 5.21 -0.28
57 C 0.84 -6.81 3.35
58 C 0.09 -7.98 3.41
59 C -1.26 -7.93 3.73
60 C -1.86 -6.70 4.00
61 C -1.11 -5.53 3.97
62 C 0.25 -5.59 3.63
63 C -1.72 -4.23 4.30
64 O -1.06 -3.20 4.26
65 C -3.15 -4.19 4.69
66 C -3.73 -2.97 5.06
67 C -5.08 -2.93 5.42
68 C -5.85 -4.09 5.39
69 C -5.27 -5.30 5.02
70 C -3.92 -5.35 4.68
71 C -3.31 -6.65 4.32
72 O -3.98 -7.67 4.30
73 H 1.90 -6.85 3.09
74 H 0.56 -8.94 3.21
75 H -1.84 -8.84 3.77
76 H 0.84 -4.68 3.59
77 H -3.14 -2.07 5.08
78 H -5.52 -1.98 5.71
79 H -6.90 -4.05 5.66
80 H -5.88 -6.20 5.00

Löwdin population analysis, charges in e, atoms 1 to 6: -0.11, -0.30, -0.66, 0.86, -0.06, -0.28

=====

Number 1: E_tot -3086.6831 Eh. Number 2: E_tot -5658.0417 Eh. Number 3: E_tot -3377.0694 Eh. Number 4: E_tot -2884.1379 Eh. Number 5: E_tot -3502.3565 Eh. Number 6: E_tot -2662.7267 Eh.